(1)
Here is a single C8H12O3Si molecule from the Open Molecules 2025 dataset. Energies are from the ωB97M-V functional and the def2-TZVPD basis.

As for the energy above the lowest of the compared OMol25 structures with the same formula, charge and spin: 130.0 kJ/mol. The calculated total energy is -827.0906 Ha. The orbital gap (spin up / spin down) comes out at 0.2702 / 0.3110 hartree.

Element x y z (Å)
C -1.0102 0.0884 -0.2492
C 1.4336 -0.6398 -0.7947
C -0.5552 1.2492 0.1561
C -2.0727 -0.7194 -0.5164
C 1.5455 -1.4118 0.4019
C -1.7355 2.2266 0.5387
C -1.7586 -2.0536 -1.0967
C 1.8356 -0.7441 1.6653
O 0.6785 1.7340 0.1529
O -3.2132 -0.4172 -0.2904
O 1.4410 -2.6399 0.3205
Si 1.7643 1.1567 -0.9473
H -1.7310 2.5471 1.6481
H -1.5169 3.0701 -0.1373
H -2.7905 1.7687 0.3936
H -0.7647 -2.4675 -0.8907
H -2.4660 -2.7948 -0.6381
H -2.0078 -2.0411 -2.2552
H 0.8203 -0.8078 2.2621
H 2.4189 -1.3373 2.4564
H 2.0736 0.3244 1.6107
H 2.9858 1.8642 -0.2449
H 1.0989 -1.0580 -1.7483
H 1.4782 1.7722 -2.1521

Mulliken analysis output, partial charges in e: 0.290 -0.694 0.738 0.352 0.837 -1.080 -1.030 -1.030 -0.400 -0.592 -0.637 0.422 0.280 0.284 0.338 0.299 0.351 0.208 0.225 0.368 0.261 -0.134 0.535 -0.189

---

(2)
Here is a single C8H12S molecule from the Open Molecules 2025 dataset. Energies are from the ωB97M-V functional and the def2-TZVPD basis.

As for the energy above the lowest of the compared OMol25 structures with the same formula, charge and spin: 186.0 kJ/mol. The calculated total energy is -710.1336 Ha. Its structure (SMILES) is CC1=CS[C@]2(C)[C@@H](C)[C@H]12. The orbital gap comes out at 0.3210 hartree.

Element x y z (Å)
C 0.3422 -0.8675 -2.6179
C 0.4889 -1.0314 -1.1686
C 1.3228 -1.7818 -0.4744
S 1.3664 -1.4855 1.2954
C 0.4543 0.0647 1.0274
C 0.9809 1.2543 1.7756
C -0.9747 -0.0985 0.7263
C -1.9876 0.9357 0.9279
C -0.0190 0.1355 -0.3819
H -0.7049 -0.7388 -2.9209
H 0.5328 -1.8400 -3.0933
H 1.0588 -0.1979 -2.9593
H 1.8183 -2.6836 -0.8419
H 0.7775 1.1434 2.7622
H 0.4345 2.1022 1.2215
H 2.0673 1.4969 1.7344
H -1.3286 -1.1872 0.9501
H -1.4835 1.9088 0.7646
H -2.5070 0.9231 1.9456
H -2.6800 0.7537 0.1793
H 0.0405 1.1937 -0.8522

Mulliken analysis output, partial charges in e: -1.482 0.281 -0.391 -0.214 0.794 -1.317 0.061 -1.445 -0.213 0.354 0.408 0.348 0.387 0.396 0.226 0.349 0.321 0.250 0.296 0.410 0.181

---

(3)
Here is a gas-phase ion, C8H13BNO4 (charge +1) from the Open Molecules 2025 dataset. Energies are from the ωB97M-V functional and the def2-TZVPD basis.

The calculated total energy is -692.9543 Ha. Its charge is +1. Its structure (SMILES) is CCOB(O)c1cc[nH+]c(COO)c1. The orbital gap comes out at 0.3431 hartree.

Element x y z (Å)
C -3.0300 1.7663 2.1273
C -2.3925 1.3631 0.7880
O -1.2301 2.1864 0.6064
B -0.4464 1.8848 -0.4683
O 0.0711 2.9201 -1.2068
C -0.0705 0.3737 -0.8537
C -0.8007 -0.3745 -1.7820
C -0.4054 -1.6311 -2.0609
N 0.6767 -2.1830 -1.4957
C 1.3845 -1.4809 -0.6026
C 2.6182 -2.1749 -0.0140
O 3.5776 -1.2003 0.2758
O 3.5227 -0.9013 1.6595
C 1.0406 -0.2174 -0.2598
H -3.5891 2.7000 2.0378
H -3.6740 0.9756 2.5182
H -2.2295 1.9496 2.8504
H -2.1668 0.2919 0.8572
H -3.1538 1.5334 0.0187
H 0.4805 3.5260 -0.5685
H -1.6675 0.0250 -2.2922
H -0.9728 -2.2290 -2.7668
H 0.9650 -3.1231 -1.7421
H 3.0498 -2.7951 -0.8121
H 2.3623 -2.8103 0.8391
H 4.4436 -0.6862 1.8728
H 1.6366 0.3114 0.4741

Mulliken analysis output, partial charges in e: -1.240 -0.030 -0.502 0.563 -0.508 0.402 -0.383 -0.403 0.024 0.072 -0.744 -0.246 -0.340 -0.295 0.302 0.372 0.325 0.252 0.260 0.324 0.449 0.392 0.293 0.427 0.355 0.342 0.538

---

(4)
Here is 2 unconnected molecules or ions with the total composition C8H13BNO6S from the Open Molecules 2025 dataset. Energies are from the ωB97M-V functional and the def2-TZVPD basis.

As for the energy above the lowest of the compared OMol25 structures with the same formula, charge and spin: 126.4 kJ/mol. The calculated total energy is -1241.6840 Ha. Its charge is +1. The orbital gap comes out at 0.3309 hartree.

Element x y z (Å)
O 4.5703 0.5105 0.1303
B 4.7024 0.0373 -1.1720
O 5.9807 -0.4855 -1.5189
C 3.5708 0.0739 -2.3280
C 2.1225 -0.2393 -1.8481
C 1.7199 -1.6462 -1.5441
C 0.3189 -1.8998 -1.1343
C -0.6294 -0.7868 -1.0435
N -0.2125 0.5012 -1.3128
C 1.0795 0.7823 -1.7007
H 3.6541 0.7525 0.3511
H 5.8878 -1.4521 -1.6224
H 3.5790 1.0674 -2.8476
H 3.8409 -0.7304 -3.0756
H 2.4553 -2.4887 -1.6311
H 0.0020 -2.9415 -0.8925
H -1.6960 -1.0131 -0.7369
H -0.9230 1.2407 -1.2491
H 1.3228 1.8463 -1.9253
C -3.0894 1.2936 3.0998
C -4.0939 0.2186 3.4643
O -4.9336 0.0955 2.3114
S -4.0686 0.3955 0.9874
O -3.6418 -0.8517 0.4268
O -4.7367 1.3902 0.2266
O -2.7922 1.0711 1.7156
H -3.5229 2.2914 3.1988
H -2.1830 1.2323 3.6997
H -4.6815 0.4788 4.3423
H -3.6025 -0.7439 3.6287

Mulliken analysis output, partial charges in e: -0.506 0.572 -0.504 -0.842 0.405 -0.171 -0.601 -0.079 0.032 -0.335 0.298 0.309 0.367 0.286 0.396 0.375 0.340 0.308 0.369 -0.295 -0.359 -0.284 1.099 -0.566 -0.530 -0.294 0.296 0.313 0.323 0.278

---

(5)
Here is 2 unconnected molecules or ions with the total composition C8H13Cl3N from the Open Molecules 2025 dataset. Energies are from the ωB97M-V functional and the def2-TZVPD basis.

The calculated total energy is -1747.6386 Ha. Its charge is +1. The orbital gap comes out at 0.3915 hartree.

Element x y z (Å)
C 0.1119 1.8939 -4.3914
C -0.1593 1.1800 -3.4881
C -0.6966 0.3484 -2.4155
C 0.4522 -0.1823 -1.5412
C -0.2507 -0.9891 -0.4244
C -0.5532 -0.0042 0.7771
C 0.2634 1.2478 0.4201
N 1.1394 0.8749 -0.7402
H 0.1893 2.5324 -5.2314
H -1.3757 0.9261 -1.7929
H -1.2046 -0.5174 -2.8214
H 1.1519 -0.8133 -2.0693
H 0.3276 -1.8691 -0.1556
H -1.2431 -1.3394 -0.6853
H -0.2649 -0.5508 1.6642
H -1.5841 0.3258 0.7618
H 0.8228 1.5863 1.2864
H -0.3256 2.0778 0.0451
H 1.4974 1.6852 -1.2495
H 1.9278 0.4111 -0.2811
C -0.0694 -1.7883 4.5777
Cl 1.1096 -2.9779 4.0312
Cl 0.5978 -0.1536 4.4672
Cl -1.5622 -1.9156 3.6413
H -0.3018 -1.9888 5.6155

Mulliken analysis output, partial charges in e: 0.289 -1.014 -0.562 -0.080 -0.950 0.316 -0.844 -0.125 0.479 0.344 0.403 0.455 0.364 0.381 -0.424 0.407 0.402 0.384 0.347 0.393 0.038 -0.104 -0.118 -0.113 0.332

---

(6)
Here is a molecular structure, C8H13ClFIInN2O from the Open Molecules 2025 dataset. Energies are from the ωB97M-V functional and the def2-TZVPD basis.

As for the energy above the lowest of the compared OMol25 structures with the same formula, charge and spin: 168.1 kJ/mol. The calculated total energy is -1545.2571 Ha. Its charge is -1. The orbital gap comes out at 0.2847 hartree.

Element x y z (Å)
N 0.9154 -1.8763 3.7473
In 0.2900 -0.8402 1.9471
Cl 0.5403 -2.2173 -0.0985
C -1.8782 -0.1898 2.3494
C -2.0167 1.4269 1.9658
F -3.3176 1.6826 1.2847
C 1.5697 1.0574 1.7131
C 1.8334 1.5799 3.2783
O 2.7901 0.8738 3.9434
I 0.7325 3.2154 4.2405
H 1.7579 -2.4746 3.5343
H 0.1498 -2.5908 3.9334
H -2.6656 -0.8106 1.7131
H -2.0773 -0.2772 3.5213
H -1.9872 2.0331 2.9790
H -1.1057 1.7168 1.2574
H 2.5857 0.7737 1.1719
H 1.0597 1.8791 1.0518
N 0.8288 -1.3396 -4.1502
C 0.5781 -0.7811 -5.3765
C -0.3800 0.1942 -5.2121
C -0.7147 0.2292 -3.8373
C 0.0488 -0.7262 -3.2046
H 1.4870 -2.0867 -3.9708
H 1.1003 -1.1257 -6.2589
H -0.7925 0.8144 -5.9974
H -1.4345 0.8816 -3.3601
H 0.1026 -1.0221 -2.1654

Mulliken analysis output, partial charges in e: -0.718 0.857 -0.613 -0.734 0.303 -0.365 -0.739 0.232 -0.510 -0.044 0.160 0.168 0.244 0.206 0.018 -0.055 0.283 0.285 0.047 -0.515 -0.380 -0.468 -0.047 0.207 0.365 0.370 0.393 0.048

---

(7)
Here is a molecular structure, C8H13CoI2O2S5 from the Open Molecules 2025 dataset. Energies are from the ωB97M-V functional and the def2-TZVPD basis.

As for the energy above the lowest of the compared OMol25 structures with the same formula, charge and spin: 0.0 kJ/mol. The calculated total energy is -4431.9672 Ha. Its charge is +1. The spin multiplicity is 2. The orbital gap (spin up / spin down) comes out at 0.2055 / 0.2071 hartree.

Element x y z (Å)
Co 0.4796 1.5761 0.5455
C 2.8312 0.4910 -1.3067
O 1.9597 0.3896 -0.1751
C 2.4177 -0.4860 0.8676
C 1.1726 -1.0511 1.5212
O 0.3257 0.0632 1.8351
C -0.8478 -0.3516 2.5658
H 2.9368 -0.4927 -1.7666
H 3.8072 0.8724 -0.9994
H 2.3707 1.1808 -2.0087
H 3.0243 0.0863 1.5760
H 3.0266 -1.2796 0.4327
H 1.4162 -1.5788 2.4462
H 0.6386 -1.7244 0.8434
H -0.5291 -0.7726 3.5192
H -1.3959 -1.0897 1.9777
H -1.4626 0.5259 2.7260
C 2.6044 3.9442 0.4733
S 1.2249 3.3709 -0.5573
C -0.0127 4.5447 -0.1606
C -0.8181 4.3139 0.8979
S -0.7332 2.8633 1.8601
S -1.9388 5.5768 1.2886
C -1.4587 6.6967 0.0146
S -2.1519 8.1442 -0.1978
S -0.1767 6.0644 -1.0014
H 3.4384 3.2579 0.3432
H 2.2901 3.9805 1.5130
H 2.9034 4.9315 0.1276
I -1.2743 1.0719 -1.4928
I -3.5487 0.7698 -0.1806

Mulliken analysis output, partial charges in e: 0.530 -1.071 0.052 -0.469 -0.524 -0.246 -0.754 0.348 0.400 0.351 0.298 0.401 0.414 0.351 0.264 0.329 0.261 -0.848 -0.096 -0.061 0.389 -0.310 -0.043 0.115 -0.157 -0.048 0.307 0.283 0.410 0.109 0.015

---

(8)
Here is a single C8H13FN2 molecule from the Open Molecules 2025 dataset. Energies are from the ωB97M-V functional and the def2-TZVPD basis.

As for the energy above the lowest of the compared OMol25 structures with the same formula, charge and spin: 357.4 kJ/mol. The calculated total energy is -521.7562 Ha. The orbital gap (spin up / spin down) comes out at 0.2669 / 0.3077 hartree.

Element x y z (Å)
C -0.3469 -1.6730 0.9094
C -1.4836 -0.7044 0.4890
C -1.3896 0.7868 0.3907
C -1.4411 -0.0634 -0.7495
C -2.6626 1.4362 0.9368
C -1.5237 -0.3014 -2.2588
C 2.9691 -0.5464 0.4118
C 3.3982 0.8476 0.1189
N 0.8821 -1.5772 0.6913
N 1.5996 -0.7718 -0.0427
F 4.8124 0.9382 0.0407
H -0.8285 -2.6424 1.0763
H -2.4364 -1.1636 0.8175
H -0.5117 1.3051 0.6168
H -2.5976 1.4467 2.0531
H -3.5451 0.9749 0.6831
H -2.8833 2.5144 0.6091
H -1.1946 0.5153 -2.9655
H -2.5215 -0.5382 -2.7136
H -1.0589 -1.2974 -2.4968
H 3.0537 -1.0326 1.4694
H 3.5529 -1.2325 -0.1115
H 3.1425 1.7150 0.8356
H 3.0145 1.0643 -0.8111

Mulliken analysis output, partial charges in e: -0.434 -0.088 0.063 0.387 -1.510 -1.091 -0.424 -0.235 -0.248 -0.199 -0.314 0.319 0.326 0.410 0.327 0.375 0.346 0.265 0.315 0.279 0.340 0.287 0.195 0.308

---

Copy entry 6 word for word.
Here is a molecular structure, C8H13ClFIInN2O from the Open Molecules 2025 dataset. Energies are from the ωB97M-V functional and the def2-TZVPD basis.

As for the energy above the lowest of the compared OMol25 structures with the same formula, charge and spin: 168.1 kJ/mol. The calculated total energy is -1545.2571 Ha. Its charge is -1. The orbital gap comes out at 0.2847 hartree.

Element x y z (Å)
N 0.9154 -1.8763 3.7473
In 0.2900 -0.8402 1.9471
Cl 0.5403 -2.2173 -0.0985
C -1.8782 -0.1898 2.3494
C -2.0167 1.4269 1.9658
F -3.3176 1.6826 1.2847
C 1.5697 1.0574 1.7131
C 1.8334 1.5799 3.2783
O 2.7901 0.8738 3.9434
I 0.7325 3.2154 4.2405
H 1.7579 -2.4746 3.5343
H 0.1498 -2.5908 3.9334
H -2.6656 -0.8106 1.7131
H -2.0773 -0.2772 3.5213
H -1.9872 2.0331 2.9790
H -1.1057 1.7168 1.2574
H 2.5857 0.7737 1.1719
H 1.0597 1.8791 1.0518
N 0.8288 -1.3396 -4.1502
C 0.5781 -0.7811 -5.3765
C -0.3800 0.1942 -5.2121
C -0.7147 0.2292 -3.8373
C 0.0488 -0.7262 -3.2046
H 1.4870 -2.0867 -3.9708
H 1.1003 -1.1257 -6.2589
H -0.7925 0.8144 -5.9974
H -1.4345 0.8816 -3.3601
H 0.1026 -1.0221 -2.1654

Mulliken analysis output, partial charges in e: -0.718 0.857 -0.613 -0.734 0.303 -0.365 -0.739 0.232 -0.510 -0.044 0.160 0.168 0.244 0.206 0.018 -0.055 0.283 0.285 0.047 -0.515 -0.380 -0.468 -0.047 0.207 0.365 0.370 0.393 0.048

---

Which formula does entry 7 have? C8H13CoI2O2S5

---

What is the formula in the eighth record? C8H13FN2

---

Number 3 is which compound? C8H13BNO4